Here is a structure of composition C27H32N4O7P2Si2Sn from the Open Molecules 2025 dataset. Energies are from the ωB97M-V functional and the def2-TZVPD basis.

The geometry in ORCA input format:
```
! wB97M-V def2-TZVPD RIJCOSX def2/J DEFGRID3
* xyz -2 1
Sn 0.4040 0.0261 -0.2156
C 3.9529 2.4037 2.9508
C 2.5705 2.2208 2.7902
N 1.8605 2.7937 1.8455
C 2.5021 3.5693 0.9504
C 3.8682 3.8784 1.0704
C 4.5952 3.2629 2.1030
C 4.4915 4.7960 0.1579
C 3.7922 5.3445 -0.8529
C 2.4208 4.9767 -1.0740
C 1.7094 5.4404 -2.1907
C 0.4423 4.9852 -2.4153
C -0.0992 4.0551 -1.5109
N 0.5294 3.6184 -0.4408
C 1.7729 4.0812 -0.2052
H 4.4764 1.8730 3.7341
H 2.0333 1.5735 3.4752
H 5.6555 3.4675 2.2002
H 5.5397 5.0314 0.3049
H 4.2569 6.0384 -1.5443
H 2.1916 6.1330 -2.8722
H -0.1349 5.2909 -3.2775
H -1.0806 3.6263 -1.6976
C -2.5397 2.5983 0.5952
Si -2.0565 0.9749 -0.3306
C -3.3626 -0.2880 0.1974
C -2.5123 1.4081 -2.1532
C -3.7108 2.0681 -2.4551
C -4.0443 2.4255 -3.7531
C -3.1701 2.1222 -4.7919
C -1.9836 1.4597 -4.5117
C -1.6313 1.0942 -3.2065
Si 0.0112 0.1709 -2.8267
C 1.3211 1.1813 -3.7795
C -0.1173 -1.4686 -3.7418
H -3.3479 2.4010 1.3079
H -2.8825 3.3791 -0.0909
H -1.6762 2.9993 1.1256
H -4.3658 0.0324 -0.1126
H -3.3738 -0.4136 1.2836
H -3.1434 -1.2510 -0.2672
H -4.4022 2.3099 -1.6512
H -4.9795 2.9364 -3.9594
H -3.4195 2.3980 -5.8116
H -1.3115 1.2173 -5.3312
H 1.0806 1.2511 -4.8472
H 2.3047 0.7126 -3.6894
H 1.3948 2.1988 -3.3835
H -0.3775 -1.3015 -4.7945
H -0.8723 -2.1125 -3.2859
H 0.8327 -2.0068 -3.6964
O 1.4913 -3.1407 -1.0920
P 0.0767 -3.3055 -0.3768
O -0.8403 -4.2492 -1.0440
O -0.5018 -1.8894 -0.1627
O 0.4616 -3.8352 1.0975
P 1.9010 -3.6601 1.8969
O 1.9969 -2.0403 1.9970
O 1.7354 -4.2867 3.2253
O 2.9823 -4.0409 0.9341
H 2.2247 -3.4576 -0.4855
H 1.2625 -1.6341 2.4706
N -0.7429 1.6604 3.5569
C -1.4463 0.4584 3.5528
C -2.7560 0.3814 4.0387
C -3.4001 -0.8366 3.9902
C -2.7418 -1.9338 3.4589
C -1.4402 -1.7586 3.0121
N -0.7874 -0.5927 3.0672
H -1.3506 2.4641 3.4992
H -0.0538 1.6934 2.8088
H -3.2480 1.2669 4.4232
H -4.4220 -0.9239 4.3421
H -3.2121 -2.9026 3.3695
H -0.9081 -2.5969 2.5772
*
```

HOMO-LUMO gap = 5.13 eV
Relative energy (zero: lowest compared OMol25 entry of this formula, charge and spin) = 0.0 kcal per mole
E_HOMO = -1.260 eV
E_tot = -88987.91892 eV